Here is a structure of composition C33H32BF4N2PtSb from OMol25. Energies are from the ωB97M-V functional and the def2-TZVPD basis.

**Maximum force**: 0.0120 Eh/bohr
**DFT total energy**: -59055.9131 eV
**Energy relative to the best compared isomer or geometry (same formula, charge and spin)**: 20.7 kcal/mol
**LUMO**: -0.8514 eV

Atoms and positions in Å:
Pt 0.249 -1.215 1.182
Sb 0.399 1.540 0.487
F 2.092 0.564 2.838
F 0.018 1.169 3.643
F 1.614 0.336 5.088
F 0.618 -1.056 3.527
N 1.871 -1.481 0.118
N -0.478 -2.388 -0.328
C -0.005 0.432 -3.719
C 0.805 1.270 -1.596
C 0.338 -2.487 -1.335
C 4.283 3.399 1.322
C 3.961 4.678 1.757
C -0.641 -5.327 -0.627
C 3.278 2.517 0.955
C -1.047 3.976 -0.708
C 1.942 2.909 1.003
C 1.231 0.691 -4.298
C 3.799 -1.444 -0.984
C -0.211 0.717 -2.376
C -3.110 -4.982 -0.548
C 1.641 -2.000 -1.147
C -4.119 -2.891 0.023
C -2.275 -0.809 1.968
C 1.627 4.188 1.447
C -1.743 -3.029 -0.304
C 3.156 -1.143 0.225
C -1.840 -4.410 -0.546
C -2.358 2.869 0.971
C 2.850 -1.975 -1.850
C 2.633 5.070 1.822
C -2.875 -2.276 0.039
C -0.178 -5.717 0.780
C -2.073 4.888 -0.909
C 2.246 1.245 -3.532
C -3.388 3.780 0.769
C -2.752 -0.855 0.523
C -4.243 -4.234 -0.291
C -3.246 4.788 -0.173
C 2.034 1.535 -2.189
C -1.181 2.957 0.234
B 1.109 0.295 3.819
H 3.543 1.516 0.640
H -2.189 0.186 2.386
H -1.185 0.513 -1.941
H 0.676 -6.393 0.734
H -1.957 5.676 -1.643
H 1.397 0.471 -5.345
H 0.005 -2.956 -2.255
H -0.924 -6.217 -1.191
H -3.725 -0.363 0.467
H -1.307 -1.340 2.180
H 0.197 -4.885 -1.158
H 2.374 6.061 2.172
H -0.136 4.056 -1.292
H 3.210 1.457 -3.980
H -5.218 -4.702 -0.307
H -2.074 -0.286 -0.114
H 0.593 4.507 1.509
H -4.296 3.705 1.354
H -2.919 -1.417 2.607
H -0.808 0.012 -4.313
H 4.848 -1.295 -1.187
H 2.838 1.974 -1.609
H 0.120 -4.831 1.344
H 3.536 -0.716 1.140
H 5.318 3.083 1.282
H -3.199 -6.045 -0.742
H -2.471 2.104 1.727
H -4.998 -2.306 0.270
H 3.006 -2.318 -2.861
H -0.981 -6.210 1.329
H 4.745 5.364 2.052
H -4.047 5.499 -0.332

Atoms 1-6, force components in eV/Å:
-0.48 -0.15 -0.36
0.11 0.10 0.16
0.01 -0.17 0.26
0.11 -0.09 -0.02
-0.02 -0.03 -0.06
0.21 0.24 -0.07

Here is a cluster of 2 separate species, C23H27BrN4O4 in total from OMol25. Energies are from the ωB97M-V functional and the def2-TZVPD basis.

**Maximum force**: 0.0362 Eh/bohr
**Structure (SMILES)**: N[C@@H](Cc1c[nH]c2ccc(Br)cc12)C(=O)O.CNC(=O)[C@H](Cc1ccccc1)NC(C)=O
**DFT total energy**: -108483.9368 eV
**Energy relative to the best compared isomer or geometry (same formula, charge and spin)**: 1.5 kcal/mol
**LUMO**: 0.5457 eV

Atoms and positions in Å:
Br -0.153 1.770 3.137
O -0.564 4.240 -7.476
O -0.486 -6.399 6.951
O 0.448 -4.813 8.272
O 1.702 0.558 -5.302
N -2.413 -3.919 8.405
N -0.014 2.202 -6.699
N 2.451 2.187 -3.958
N -0.223 -4.289 2.994
C -0.316 3.049 -2.976
C -1.744 -4.377 7.158
C -0.703 2.740 -4.411
C 0.269 -0.759 1.814
C 1.598 1.700 -4.870
C 0.530 3.534 -0.334
C -0.700 2.178 -1.939
C 0.275 -2.156 1.709
C 0.467 4.183 -2.681
C -0.287 2.427 -0.620
C -1.324 -3.124 6.363
C -0.523 -0.919 4.102
C -0.889 2.401 -8.944
C -0.121 -2.920 2.809
C -0.476 3.029 -7.634
C 3.574 1.448 -3.379
C 0.904 4.415 -1.365
C -0.525 -5.287 7.454
C -0.134 -0.137 3.005
C 0.483 2.631 -5.387
C -0.512 -2.315 3.999
C -0.856 -3.376 4.944
C -0.676 -4.571 4.279
H -3.163 -3.255 8.210
H 0.004 -4.987 2.287
H -0.850 -5.567 4.677
H -1.269 3.177 -9.605
H -1.256 1.800 -4.433
H 0.852 3.721 0.681
H -1.667 1.663 -8.759
H 0.742 4.873 -3.465
H 0.582 -0.153 0.969
H -0.025 1.922 -9.401
H -2.462 -4.952 6.563
H 4.433 2.111 -3.262
H -0.599 1.767 0.177
H 3.858 0.616 -4.027
H 0.582 -2.638 0.786
H 0.923 3.623 -5.498
H -2.183 -2.447 6.309
H -1.312 1.313 -2.153
H -0.831 -0.440 5.025
H 3.288 1.051 -2.404
H -1.374 3.527 -4.759
H 1.509 5.282 -1.138
H -1.732 -3.526 9.059
H 1.088 -5.537 8.344
H 0.065 1.219 -6.914
H 2.264 3.109 -3.595
H -0.529 -2.604 6.906

Atoms 1-6, force components in eV/Å:
0.02 -0.41 0.01
0.09 -0.05 0.32
0.50 1.26 0.76
-0.88 -0.04 -0.55
-0.25 0.06 -0.13
0.51 -0.83 0.07

Here is the ion C4H10NOS with charge -1 from OMol25. Energies are from the ωB97M-V functional and the def2-TZVPD basis.

**Maximum force**: 0.0454 Eh/bohr
**Structure (SMILES)**: C[C@H](CS)NC[O-]
**DFT total energy**: -18682.3190 eV
**Energy relative to the best compared isomer or geometry (same formula, charge and spin)**: 64.0 kcal/mol
**Charge**: -1
**LUMO**: 3.2771 eV

Atoms and positions in Å:
S -1.291 -1.058 2.451
O -1.051 -1.315 -1.871
N -0.585 0.882 -0.894
C -0.071 0.521 0.455
C 1.468 0.660 0.413
C -0.415 -0.957 0.863
C -0.334 -0.237 -2.009
H 0.790 -0.325 -1.971
H -1.112 -1.243 0.094
H -0.455 1.263 1.121
H 1.889 1.684 0.488
H -0.947 0.148 2.913
H 1.893 0.201 1.310
H -0.494 0.422 -2.896
H 1.831 0.210 -0.505
H 0.468 -1.562 0.843
H -1.585 0.707 -0.805

Atoms 1-6, force components in eV/Å:
0.07 -0.15 0.20
-0.16 -0.27 -0.27
-0.23 -1.02 0.32
1.45 -0.45 -1.78
0.13 0.64 0.96
-0.78 1.73 0.13